Record 1
The following is a DFT calculation (ωB97M-V/def2-TZVPD) of a cluster of 3 separate species, C5H17NO4 in total at a distorted geometry.

## Properties
SMILES string	N[C@@H](CO)CCCO.O.O
orbital gap	10.2	eV
M	155.19	g mol⁻¹
energy relative to the best compared isomer or geometry (same formula, charge and spin)	70.5	kJ/mol
HOMO	-0.3620	hartree

The geometry in ORCA input format:
```
! wB97M-V def2-TZVPD RIJCOSX def2/J DEFGRID3
* xyz 0 1
O -2.36775 -2.00482 0.98891
O 1.69441 -0.33261 1.89388
O 0.39186 -2.84001 1.32003
O -0.13029 -0.01713 -3.04452
N 2.03574 1.88016 -0.28409
C -0.36901 1.59562 -0.63079
C -1.44997 0.60987 -1.08299
C -0.93778 -0.49758 -1.96892
C 0.69199 0.56361 1.37599
C 0.91282 0.94074 -0.06611
H 0.52780 -2.93322 2.26752
H 2.45421 0.20993 2.13425
H -2.68128 -2.74082 1.52991
H 0.59851 1.42131 2.03138
H 2.93458 1.48039 -0.00122
H -1.95566 0.18334 -0.21667
H -1.40634 -2.14804 0.96503
H -0.80281 2.15643 0.18926
H -0.25559 0.01189 1.45969
H 1.20588 0.05957 -0.63018
H -1.74299 -1.04224 -2.47238
H 0.53589 0.58186 -2.69260
H -2.21977 1.16752 -1.61705
H -0.06205 2.30043 -1.39528
H -0.40209 -1.26644 -1.41817
H 0.89485 -2.04201 1.06610
H 1.90485 2.70226 0.29904
*
```



Record 2
The following is a DFT calculation (ωB97M-V/def2-TZVPD) of a structure of composition C45H112N7O15Zn at a distorted geometry.

## Properties
orbital gap (spin up / spin down)	6.8 / 2.1	eV
M	1056.82	g mol⁻¹
expectation value of S²	0.75
HOMO (spin up / spin down)	-0.4239 / -0.4239	hartree

The geometry in ORCA input format:
```
! wB97M-V def2-TZVPD RIJCOSX def2/J DEFGRID3
* xyz 2 2
Zn 1.61664 -2.02132 -4.02385
O 3.33168 5.14987 -0.72133
O 3.47515 -4.16047 0.73328
O 7.61023 0.23149 -2.21544
O -2.12769 -2.57857 0.45679
O 1.86260 5.28418 3.85699
O -0.38173 -0.42661 4.23699
O -0.02815 -3.41413 -4.51161
O 3.58098 -1.32513 -3.86998
O 5.20588 2.54385 3.60838
O -0.83951 3.38631 1.62407
O -7.06777 -2.10845 -2.52863
O -5.16588 1.21918 1.84324
O -6.07089 -5.07549 4.53166
O 0.74812 -1.09119 -2.45447
O -4.08215 0.17761 -5.29228
N -4.36088 -3.50086 2.30898
N -3.30915 2.70052 -0.04080
N 2.19099 6.86654 1.52187
N 2.53557 -3.81522 -3.67303
N -4.43062 -0.94483 -2.60973
N 5.55324 0.65343 0.98714
N 2.64377 -2.44844 3.53452
C -2.49014 -1.99946 1.65164
C 4.43105 -0.31668 -4.47976
C 0.06705 2.26669 1.88313
C 1.73931 6.70254 3.88810
C -4.15287 1.27768 -6.20440
C 2.48627 -4.96659 1.34481
C 0.52929 0.26353 -2.18149
C 3.43358 -3.33587 -2.65272
C -3.22532 -1.00621 -3.39531
C 2.57923 7.41827 2.79986
C 0.59591 1.11685 -3.42896
C -6.18362 -2.12639 -1.39597
C -8.41762 -1.64397 -2.30405
C 0.39832 -4.71087 -4.21175
C 3.51345 -2.76237 1.06687
C -6.38938 -6.32660 5.11781
C 4.22102 1.72681 2.91091
C 5.04767 3.95935 3.33454
C -6.27476 0.67933 2.52961
C -1.03052 3.63127 0.21910
C 1.05397 4.62643 4.84145
C 7.20976 0.03525 -0.82715
C 1.57701 -1.54329 3.31105
C -6.35104 -5.01674 3.14137
C 1.57511 0.84787 -1.22213
C 7.66531 1.59366 -2.57108
C -4.11995 1.52605 -0.35481
C -1.07316 -3.31441 -5.44578
C -4.76869 -2.20872 -1.93445
C 5.84846 0.69877 -0.40270
C -1.98309 2.60334 -0.51127
C 0.40031 -1.64321 4.27022
C 3.12654 7.21775 0.47189
C -5.85294 -3.68406 2.50456
C 2.75371 6.45369 -0.82249
C 4.44106 1.58674 1.38605
C 3.78718 -2.36561 2.55406
C 1.46495 -4.66933 -3.15235
C -5.44846 1.54847 0.47922
C 4.42200 -2.29790 -3.31598
C 2.91580 4.28910 -1.78566
C -1.50426 -0.59014 5.01762
C -3.02688 0.18706 -4.34856
C -3.99939 -2.12127 2.02615
C -0.74085 -2.62406 0.19270
H -1.20852 -2.25053 -5.64054
H -0.13661 3.89308 -0.34701
H 4.91433 4.18952 2.27748
H -4.32933 -1.41404 2.78711
H 4.63910 2.56756 0.95376
H 0.72094 -1.85385 5.29048
H -1.57456 4.56239 0.06062
H -8.29161 -0.63380 -1.91447
H -8.97712 -2.32394 -1.66164
H 0.29084 2.14730 -3.24677
H -0.27265 -1.64498 0.29425
H -1.88140 2.74161 -1.58768
H -6.59335 -0.26163 2.08104
H 4.16807 6.99643 0.70501
H -3.31149 -1.94391 -3.94429
H 2.08297 7.03536 4.86751
H 2.38687 8.48985 2.85292
H -0.07091 1.43317 1.19442
H 2.59145 -2.35933 0.64789
H -4.85262 1.09583 -7.02011
H 3.95921 -4.13305 -2.12707
H -5.78307 0.45674 3.47659
H 4.09540 -1.32011 2.55747
H -6.35076 -3.02483 -0.80187
H 3.31864 3.27631 -1.79422
H -1.31238 -1.12151 5.94977
H -2.00669 -3.60809 -4.96581
H -6.24437 -3.73878 1.48874
H 4.22331 0.76420 3.42227
H -6.20270 0.93995 -0.01972
H -1.55861 1.63054 -0.26317
H -7.41674 -5.11438 2.93437
H 2.94862 -2.81218 -1.82891
H 1.13206 2.42934 1.71753
H -4.87556 -2.96967 -2.70751
H -0.39756 -5.25537 -3.70362
H 5.14979 0.16694 -3.81822
H 3.62964 7.24646 3.03486
H -2.35419 -1.01294 -2.74019
H 1.61995 1.10834 -3.80232
H 8.02108 2.19872 -1.73714
H -4.43329 -1.70759 1.11582
H -0.59318 -2.86096 -0.86095
H 3.13489 -4.34609 -4.28874
H 3.10531 4.62933 -2.80372
H 7.98987 0.32017 -0.12121
H 1.86970 4.00255 -1.67763
H 2.35247 -5.95516 0.90559
H -7.46614 -6.49306 5.08639
H 5.02844 -2.77076 -4.08846
H 1.67328 6.46077 -0.96642
H 2.62760 -5.09601 2.41783
H -5.22902 -0.72582 -3.18825
H -4.14625 -2.58634 -1.12323
H -3.15071 1.52124 -6.55719
H -6.09589 -6.41204 6.16406
H -2.05956 0.06705 -4.83640
H 3.78436 0.52218 -4.73711
H -0.20327 -2.51655 4.02313
H -6.26533 -1.15524 -0.90782
H 2.02555 -0.55591 3.42062
H 0.71030 -5.22765 -5.11934
H 4.17468 4.30836 3.88606
H -5.74148 -7.12756 4.76172
H 1.79736 -5.69764 -3.01030
H 3.22108 2.13400 3.06062
H 7.11539 -1.02408 -0.58835
H 3.06174 -2.36423 4.45012
H -6.32963 -2.83932 3.00183
H 1.61407 0.25217 -0.31014
H 1.57051 -4.38709 1.22789
H 3.08017 8.28339 0.24751
H -3.88781 -3.81093 3.14573
H 1.32921 1.88355 -0.98765
H -3.12822 2.64337 0.95122
H -0.05731 0.88945 -4.27138
H -2.40530 -0.95764 4.52652
H -5.85464 2.55996 0.48129
H 0.67806 6.94780 3.84701
H 0.02650 4.98141 4.92129
H 4.89001 -0.67375 -5.40169
H 3.54208 1.18857 0.91551
H 4.30528 -2.30229 0.47574
H -7.13343 1.34996 2.49750
H 1.22340 -1.58940 2.28103
H -4.38374 1.47275 -1.41107
H 1.06325 3.54975 4.67186
H 3.28797 6.97511 -1.61673
H -1.95614 -2.48752 2.46696
H -0.04057 1.91873 2.91046
H -0.49408 0.40578 -1.83427
H -2.12561 -0.97292 1.61351
H -5.88285 -5.84743 2.61330
H -0.91668 -3.91708 -6.34043
H 5.11802 0.18084 -1.02424
H 5.11064 -2.00387 -2.52388
H -3.72267 0.54013 -0.11355
H 6.38173 0.85212 1.52956
H -4.52903 2.10162 -5.59799
H 2.57129 0.69744 -1.63817
H 6.72381 2.05216 -2.87350
H 8.41260 1.75557 -3.34790
H -0.15894 -3.30838 0.81010
H 1.08203 -4.38305 -2.17281
H 4.62778 -2.98101 2.87463
H -3.11441 1.04837 -3.68631
H 5.90738 4.51637 3.70700
H 2.16109 5.86162 1.61847
H -9.01712 -1.64869 -3.21438
H -1.75663 0.42718 5.31677
H 5.73704 1.73579 -0.71935
H 1.53270 4.83871 5.79741
*
```



Record 3
The following is a DFT calculation (ωB97M-V/def2-TZVPD) of a cluster of 2 separate species, C2H5NO in total at a distorted geometry.

## Properties
orbital gap (spin up / spin down)	8.9 / 8.9	eV
M	59.07	g mol⁻¹
energy relative to the best compared isomer or geometry (same formula, charge and spin)	372.6	kJ/mol
HOMO (spin up / spin down)	-0.3094 / -0.3094	hartree

The geometry in ORCA input format:
```
! wB97M-V def2-TZVPD RIJCOSX def2/J DEFGRID3
* xyz 0 1
O 1.36301 -1.22123 0.14834
N -0.90149 0.60874 0.06538
C -1.36310 -0.52754 0.00352
C 0.18012 1.28716 0.07714
H 0.33243 -1.28493 0.08338
H 0.46609 1.83931 -0.80398
H 0.64605 1.53579 1.01786
H -2.42517 -0.70170 0.09976
H 1.70206 -1.53561 -0.69140
*
```



Record 4
The following is a DFT calculation (ωB97M-V/def2-TZVPD) of a cluster of 2 separate species, C3H3BrN3O in total at a distorted geometry.

## Properties
orbital gap	7.9	eV
M	176.98	g mol⁻¹
energy relative to the best compared isomer or geometry (same formula, charge and spin)	272.5	kJ/mol
HOMO	-0.5078	hartree

The geometry in ORCA input format:
```
! wB97M-V def2-TZVPD RIJCOSX def2/J DEFGRID3
* xyz 1 1
Br 3.34493 1.59131 0.13282
O 4.84685 -2.82278 0.22744
N 2.78290 -2.05203 -0.54256
N 1.48803 -2.05530 -0.66989
N -0.45671 -0.70384 -0.29135
C 3.80804 -2.49739 -0.14136
C 1.69459 0.95098 -0.19408
C 0.69134 -1.19454 -0.45646
H -0.82569 -0.54199 0.59508
H 0.97677 1.84183 -0.30539
H -0.73282 0.01902 -1.01989
*
```



> Which value of M does entry 3 give?

59.07 g mol⁻¹



> Which value of M does entry 4 give?

176.98 g mol⁻¹



> What is the formula in the first record?

C5H17NO4